(1)
{"formula": "C6H12", "method": "ωB97M-V with the def2-TZVPD basis set", "species": ["C", "C", "C", "C", "C", "C", "H", "H", "H", "H", "H", "H", "H", "H", "H", "H", "H", "H"], "coordinates": [[-2.462, 0.292, -0.816], [0.423, -1.643, 0.525], [2.043, 0.375, 0.714], [0.860, 0.887, -0.172], [1.306, -0.591, -0.100], [-0.201, 1.334, 0.673], [-3.293, 0.999, -0.836], [1.027, -2.505, 0.830], [-0.092, -1.247, 1.403], [-1.854, 0.464, 0.089], [1.178, 1.397, -1.084], [3.019, 0.734, 0.403], [-0.555, 2.314, 0.288], [-0.333, -1.997, -0.184], [1.793, -0.890, -1.027], [-2.847, -0.727, -0.765], [1.844, 0.395, 1.780], [-1.858, 0.407, -1.719]], "homo_lumo_gap_ha": 0.316, "homo_ev": -8.25}



(2)
{"formula": "C6H12", "method": "ωB97M-V with the def2-TZVPD basis set", "species": ["C", "C", "C", "C", "C", "C", "H", "H", "H", "H", "H", "H", "H", "H", "H", "H", "H", "H"], "coordinates": [[2.355, -0.359, 0.489], [-0.306, -1.134, -0.356], [-2.288, 0.459, 0.216], [0.253, 1.027, -0.087], [-0.986, 0.224, -0.536], [1.316, 0.066, -0.425], [3.071, 0.478, 0.473], [-0.621, -1.959, -1.006], [-1.141, 0.390, -1.612], [-2.151, 0.301, 1.294], [-2.654, 1.484, 0.071], [0.978, -0.740, -1.279], [2.913, -1.265, 0.230], [-0.278, -1.479, 0.682], [0.389, 2.009, -0.556], [1.993, -0.445, 1.526], [-3.073, -0.229, -0.126], [0.231, 1.170, 1.006]], "homo_lumo_gap_ha": 0.322, "homo_ev": -7.55}



(3)
{"formula": "C6H12", "method": "ωB97M-V with the def2-TZVPD basis set", "species": ["C", "C", "C", "C", "C", "C", "H", "H", "H", "H", "H", "H", "H", "H", "H", "H", "H", "H"], "coordinates": [[-1.344, -0.946, 0.674], [0.824, -0.427, -0.615], [0.183, -1.262, 0.487], [-1.565, 0.551, 0.798], [0.673, 1.190, -0.845], [1.945, 0.532, -0.481], [2.753, 0.561, -1.191], [0.782, -0.937, -1.582], [2.221, 0.723, 0.552], [0.709, -1.151, 1.445], [-1.887, -1.339, -0.197], [0.424, 2.052, -0.209], [-1.682, -1.506, 1.554], [0.411, 1.437, -1.868], [-2.432, 0.956, 0.271], [0.248, -2.330, 0.230], [-1.506, 0.933, 1.823], [-0.739, 0.974, 0.218]], "homo_lumo_gap_ha": 0.383, "homo_ev": -9.16}



(4)
{"formula": "C6H12AlO14S2", "method": "ωB97M-V with the def2-TZVPD basis set", "species": ["S", "S", "Al", "O", "O", "O", "O", "O", "O", "O", "O", "O", "O", "O", "O", "O", "O", "C", "C", "C", "C", "C", "C", "H", "H", "H", "H", "H", "H", "H", "H", "H", "H", "H", "H"], "coordinates": [[-1.057, 3.729, -2.232], [-2.441, -2.795, -2.910], [-1.321, 0.285, -2.247], [-0.722, -3.504, 0.988], [-2.762, -4.219, -2.988], [0.589, 1.163, -0.130], [-2.654, -2.009, -4.128], [-1.230, 5.002, -2.917], [-0.086, 2.860, -2.892], [2.157, 2.424, 1.059], [-2.298, 3.029, -2.061], [-0.673, 4.291, -0.983], [-3.029, -2.108, -1.798], [-0.965, -2.612, -2.743], [2.160, 0.204, 1.232], [-0.858, -1.860, 2.414], [-0.950, -1.370, 0.155], [-0.474, -4.143, -0.265], [-0.873, -2.172, 1.064], [1.593, 1.217, 0.600], [3.288, 0.212, 2.166], [-0.947, -0.495, 2.800], [1.861, 3.709, 0.525], [-1.756, 0.026, 2.287], [-0.021, 0.048, 2.613], [0.872, 4.033, 0.850], [-1.155, -0.533, 3.869], [2.477, 4.583, 0.735], [1.913, 3.484, -0.541], [0.010, -5.110, -0.127], [0.074, -3.551, -0.998], [4.041, -0.458, 1.752], [2.988, -0.134, 3.155], [3.622, 1.188, 2.520], [-1.371, -4.415, -0.823]], "homo_lumo_gap_ha": 0.090, "homo_ev": -5.03, "charge": -1}



(5)
{"formula": "C6H12BN2O2", "method": "ωB97M-V with the def2-TZVPD basis set", "species": ["O", "O", "N", "N", "C", "C", "C", "C", "C", "C", "B", "H", "H", "H", "H", "H", "H", "H", "H", "H", "H", "H", "H"], "coordinates": [[1.924, 2.370, 2.366], [-0.431, 2.851, 2.398], [-0.791, 0.041, 0.845], [-1.269, -2.525, 0.229], [0.415, 0.240, -1.536], [0.430, 0.873, 0.877], [0.780, 1.142, -0.603], [-0.755, -1.450, -0.285], [-0.112, -1.046, -1.359], [0.029, -2.046, -2.555], [0.621, 2.214, 1.953], [-0.244, 3.672, 2.895], [-1.596, 0.424, 0.346], [2.223, 3.206, 2.894], [1.087, 2.062, -1.062], [-0.813, -2.745, -2.704], [0.557, 0.586, -2.494], [0.976, -2.514, -2.586], [-2.281, -2.550, 0.321], [-0.180, -1.640, -3.497], [1.146, 0.176, 1.170], [-0.717, -3.181, 0.633], [-0.998, -0.160, 1.753]], "homo_lumo_gap_ha": 0.355, "homo_ev": -12.92, "charge": 1}



(6)
{"formula": "C6H12BrEuN2", "method": "ωB97M-V with the def2-TZVPD basis set", "species": ["Eu", "Br", "N", "N", "C", "C", "C", "C", "C", "C", "H", "H", "H", "H", "H", "H", "H", "H", "H", "H", "H", "H"], "coordinates": [[-0.882, 0.117, 0.019], [-4.115, -4.389, 1.352], [-0.872, -2.327, -0.156], [-0.764, 0.073, -2.461], [-2.008, -2.639, 0.511], [-0.190, -3.240, -0.876], [-2.516, -3.943, 0.442], [0.433, 2.325, -0.025], [-1.839, -4.907, -0.309], [-0.656, -4.556, -0.970], [1.334, -0.204, 1.467], [1.745, 0.048, 0.863], [-1.674, -0.212, -2.822], [1.112, 2.534, 0.815], [-0.065, -0.604, -2.776], [-2.230, -5.921, -0.365], [0.921, 2.506, -0.998], [-0.529, 0.995, -2.841], [0.732, -2.891, -1.356], [-0.478, 2.969, 0.057], [-2.480, -1.837, 1.089], [-0.084, -5.274, -1.556]], "spin_multiplicity": 8, "homo_lumo_gap_ha": [0.130, 0.162], "homo_ev": [-0.52, -1.52], "charge": -1, "s_squared": 15.80}



(7)
{"formula": "C6H12Cl", "method": "ωB97M-V with the def2-TZVPD basis set", "species": ["Cl", "C", "C", "C", "C", "C", "C", "H", "H", "H", "H", "H", "H", "H", "H", "H", "H", "H", "H"], "coordinates": [[0.570, 4.168, 2.319], [-0.766, -0.311, -0.085], [1.461, -1.338, -0.179], [-0.057, -1.671, -0.029], [-2.241, 0.094, -0.237], [0.089, 0.443, -0.987], [1.496, 0.095, -0.707], [-0.333, -2.315, -0.872], [-2.975, -0.507, 0.311], [-0.523, 0.098, 0.883], [-0.192, -2.244, 0.897], [1.781, 0.808, 0.080], [1.961, -1.977, -0.851], [0.543, 2.976, 1.995], [2.224, 0.239, -1.495], [-2.358, 1.098, 0.222], [-0.087, 1.479, -0.798], [1.973, -1.376, 0.782], [-2.565, 0.240, -1.249]], "spin_multiplicity": 2, "homo_lumo_gap_ha": [0.326, 0.405], "homo_ev": [-8.12, -10.96], "s_squared": 0.75}



(8)
{"formula": "C6H12Cl12", "method": "ωB97M-V with the def2-TZVPD basis set", "species": ["Cl", "Cl", "Cl", "Cl", "Cl", "Cl", "Cl", "Cl", "Cl", "Cl", "Cl", "Cl", "C", "C", "C", "C", "C", "C", "H", "H", "H", "H", "H", "H", "H", "H", "H", "H", "H", "H"], "coordinates": [[1.988, -2.170, 1.905], [-4.215, -2.359, -0.623], [-3.272, 2.206, 2.766], [-0.989, 0.228, -0.075], [1.212, 1.407, -3.013], [-0.682, 3.397, 2.115], [-4.070, 0.205, 0.972], [-0.523, -0.756, 2.319], [0.950, -1.518, -2.653], [3.559, 1.626, -3.601], [1.550, 1.416, 1.088], [2.976, -0.548, -1.621], [0.282, -2.324, 2.420], [3.813, 1.079, -1.860], [-1.680, 1.984, 2.062], [-3.230, -1.176, 0.244], [0.085, 0.048, -2.863], [0.866, 0.145, 0.090], [-2.852, -1.770, 1.076], [3.361, 1.847, -1.232], [0.260, -2.603, 3.473], [1.131, 0.289, -0.958], [-0.196, -3.090, 1.810], [-1.710, 1.569, 1.055], [4.890, 0.987, -1.724], [-2.495, -0.806, -0.470], [-0.500, 0.061, -3.782], [-0.605, 0.206, -2.034], [1.222, -0.788, 0.529], [-1.126, 1.206, 2.586]], "homo_lumo_gap_ha": 0.352, "homo_ev": -9.40}